Below is a molecular structure, C50H34Br2F17GeN4OPtSSeSi in a non-equilibrium geometry, with properties calculated with ωB97M-V with the def2-TZVPD basis set.

```
113
Properties=species:S:1:pos:R:3:forces:R:3:lowdin_charge:R:1
Pt -0.607550 0.775885 0.498872 -0.3 0.0 -2.6 1.035
Br -0.258286 0.360533 6.993721 0.2 0.1 -0.6 0.722
C 0.019613 1.141573 5.168731 0.6 -0.8 0.2 -0.650
C 0.898607 0.326539 4.160930 1.4 -0.6 2.1 -0.192
C 0.314047 -0.301435 3.042949 -0.7 -0.9 -0.8 -0.119
N -0.697818 0.322366 2.434790 -0.5 -0.7 2.2 -0.155
C -1.541299 1.092509 3.231003 2.5 -0.6 1.4 -0.230
C -1.264816 1.422584 4.543633 -1.4 0.4 -1.0 -0.058
C -2.704725 1.471997 2.509222 -1.0 0.7 -0.4 -0.218
C -3.952103 1.630829 3.097535 -0.3 -0.1 -0.2 -0.029
C -5.029113 1.977368 2.291560 0.6 0.2 -0.6 -0.641
Br -6.776919 2.006293 3.001574 0.4 0.1 -0.3 0.816
C -4.766327 2.297400 0.944296 -0.1 -0.1 0.4 -0.063
C -3.470070 2.161565 0.449658 -0.5 -0.2 -0.2 -0.089
N -2.481922 1.676930 1.200253 0.0 0.4 -0.3 -0.006
H 1.655204 -0.291193 4.700005 -0.6 0.4 -0.3 0.156
H 0.648173 -1.250091 2.597135 0.2 0.8 0.1 0.136
H -2.071392 1.962835 5.051963 0.6 -0.1 0.2 0.118
H -4.076276 1.408651 4.149826 0.0 0.0 -0.1 0.122
H -5.568979 2.601930 0.282834 0.1 0.1 0.1 0.102
H -3.197817 2.410918 -0.577601 -0.2 -0.2 0.2 0.111
C 4.248130 -3.686000 -1.557075 -0.7 -0.3 0.8 -0.025
N 4.576228 -2.649783 -2.516764 0.0 1.5 -1.2 -0.106
C 5.430783 -2.743734 -3.601883 -0.6 -0.3 1.0 0.001
C 5.364789 -1.580812 -4.296843 -0.5 0.8 0.3 -0.002
N 4.486573 -0.733769 -3.647548 -0.1 -1.8 1.2 -0.097
C 4.119698 0.618032 -4.011798 -0.1 0.9 -0.5 -0.014
C 3.957116 -1.405091 -2.534658 2.1 -1.1 -1.8 -0.613
Se 2.755336 -0.834440 -1.329291 -0.7 0.6 0.7 1.105
H 4.790982 -4.611803 -1.789553 -0.3 0.4 -0.1 0.109
H 3.140429 -3.812835 -1.544761 0.9 -0.2 -0.2 0.102
H 4.508502 -3.370526 -0.536095 0.1 0.0 -0.4 0.069
H 6.021582 -3.626506 -3.783909 -0.1 0.0 0.0 0.138
H 5.869690 -1.314932 -5.208595 0.0 0.1 0.0 0.140
H 5.001091 1.293781 -4.014667 -0.5 -0.5 0.1 0.116
H 3.375600 0.966636 -3.282215 0.3 0.0 -0.3 0.053
H 3.670885 0.634254 -5.017538 0.1 -0.1 0.4 0.112
F -1.284907 2.308079 -1.932013 0.4 -0.8 0.2 -0.054
C -0.240640 1.628377 -1.312074 0.0 1.4 0.9 -0.524
F 0.407004 0.884484 -2.246257 -0.4 0.0 0.0 -0.083
H 0.438084 2.435705 -0.963580 0.1 -0.2 -0.4 0.094
F -6.033029 -1.928771 -3.868696 1.3 0.3 -0.2 0.078
C -4.827771 -1.730696 -4.500098 -0.4 -0.1 -0.3 -0.193
C -3.651645 -1.454464 -3.796549 -0.1 -0.1 1.0 -0.135
C -2.457032 -1.360850 -4.497944 0.4 0.2 -0.2 -0.192
F -1.256367 -1.133153 -3.874488 -1.4 -0.2 -0.6 0.048
C -2.450860 -1.492230 -5.887121 0.7 -0.2 -0.3 -0.116
F -1.291112 -1.429602 -6.587122 -0.8 0.0 0.5 0.103
C -3.633280 -1.750309 -6.570128 -0.3 -0.1 -0.8 -0.107
F -3.643085 -1.923721 -7.910659 0.2 0.2 1.0 0.121
C -4.840028 -1.862433 -5.886443 -0.2 -0.1 0.2 -0.121
F -5.980046 -2.140765 -6.548377 0.8 0.2 0.4 0.124
Ge -3.820828 -1.237424 -1.794560 0.0 -0.2 -0.1 0.806
S -1.899955 -1.024948 -0.589315 -0.2 0.0 0.1 0.281
C -4.490717 -2.991551 -1.072661 0.1 0.7 0.0 -0.142
C -4.436529 -4.195664 -1.789140 0.4 0.3 0.0 -0.179
F -3.853380 -4.289099 -3.027198 -0.6 0.3 1.3 0.078
C -4.917489 -5.370828 -1.228046 0.1 -0.4 -0.3 -0.132
F -4.793753 -6.536638 -1.883834 -0.2 0.5 0.3 0.124
C -5.495087 -5.351958 0.032326 -0.3 -0.5 0.3 -0.104
F -5.981763 -6.497246 0.549995 0.4 0.9 -0.3 0.128
C -5.561947 -4.164254 0.758670 -0.1 0.0 0.6 -0.128
F -6.088050 -4.137822 1.995892 0.2 -0.2 -0.6 0.122
C -5.047736 -3.002416 0.219556 0.2 0.3 -0.4 -0.216
F -5.120059 -1.867966 0.989430 0.2 -1.0 -1.0 0.060
C -5.301880 0.118604 -1.771744 0.1 -0.5 0.1 -0.130
C -6.632888 -0.126940 -1.368255 0.3 -0.4 -0.2 -0.179
F -7.073163 -1.326868 -0.881255 0.8 1.2 -0.4 0.091
C -7.607483 0.832346 -1.575983 -0.8 0.0 0.3 -0.133
F -8.886888 0.632221 -1.216609 0.7 -0.1 -0.1 0.130
C -7.287613 2.036826 -2.177550 -0.7 0.8 -0.3 -0.111
F -8.259697 2.960227 -2.378716 0.9 -0.8 0.2 0.126
C -6.001070 2.282976 -2.624218 0.6 0.4 -0.2 -0.140
F -5.713199 3.438522 -3.242619 -0.2 -0.5 0.2 0.127
C -5.015221 1.320782 -2.423097 0.2 -0.4 -0.3 -0.219
F -3.764005 1.519235 -2.972686 -1.4 -0.1 0.9 0.056
C 4.249113 2.629503 -0.581713 0.1 0.0 -1.6 -0.116
C 4.123887 2.786672 0.896030 -0.4 -0.9 1.1 -0.644
C 3.171904 3.911812 1.194052 -1.0 1.3 -0.4 -0.109
C 5.448941 3.105002 1.538604 1.4 0.1 0.4 -0.089
Si 3.226699 1.234640 1.636957 2.6 0.4 0.3 0.390
O 1.887173 0.955758 0.905312 -2.5 -0.4 -0.7 -0.409
C 4.390044 -0.293311 1.633836 -0.4 0.1 0.3 -0.226
C 5.500124 -0.438619 0.796540 0.0 0.3 -0.1 -0.126
C 6.249471 -1.602558 0.792010 0.1 -0.2 0.0 -0.099
C 5.872174 -2.687054 1.577546 0.0 -0.1 -0.1 -0.106
C 4.765222 -2.578931 2.412445 -0.1 0.1 0.2 -0.074
C 4.071161 -1.370004 2.478405 0.1 -0.2 -0.4 -0.084
C 3.061165 1.658126 3.520927 -2.3 -0.2 -1.1 -0.091
C 1.625033 1.770919 3.824705 0.4 1.1 0.1 -0.193
C 1.127291 2.314201 5.180723 -0.3 0.0 -0.9 -0.206
C 2.200961 2.318953 6.181286 -0.7 0.1 0.0 -0.002
C 3.520535 2.030506 5.873734 0.7 -0.5 -0.7 -0.017
C 3.975766 1.741886 4.564407 0.3 0.2 1.5 -0.029
H 4.544640 3.587257 -1.076872 -0.2 -0.5 0.4 0.104
H 3.306809 2.299267 -1.050977 0.2 0.2 0.2 0.061
H 5.006405 1.887445 -0.865560 -0.1 0.1 0.0 0.061
H 3.469062 4.807968 0.597105 -0.2 -0.4 0.5 0.102
H 3.150743 4.206270 2.260427 0.0 -0.2 -0.4 0.088
H 2.136143 3.652728 0.883598 0.5 0.2 0.2 0.079
H 5.964352 3.937723 0.993319 -0.4 -0.5 0.5 0.102
H 6.169327 2.253702 1.559381 -0.5 0.5 -0.1 0.081
H 5.315872 3.415328 2.594583 0.1 0.0 -0.5 0.077
H 5.814305 0.385191 0.153385 -0.1 -0.2 0.2 0.085
H 7.135025 -1.650157 0.170712 0.0 -0.1 0.0 0.107
H 6.431885 -3.618070 1.523047 0.0 0.2 0.1 0.110
H 4.437187 -3.430297 3.016242 0.2 0.3 -0.1 0.113
H 3.241814 -1.280919 3.177101 0.0 0.0 -0.1 0.090
H 1.021758 2.181239 2.999466 0.4 -0.2 0.1 0.139
H 0.563471 3.256204 5.106391 0.4 0.0 0.3 0.165
H 1.954555 2.597906 7.196802 0.0 0.0 0.1 0.112
H 4.235340 2.019517 6.692255 0.0 0.1 -0.2 0.119
H 5.042110 1.585969 4.397258 -0.3 0.0 0.0 0.120
```
Forces are in eV/Å.

Output
Kohn-Sham gap (alpha / beta), eV: 4.892 / 5.102
Multiplicity: 5
HOMO level (alpha / beta), eV: -8.240 / -10.554
Charge: +1